[1]
Density functional theory data (ωB97M-V/def2-TZVPD) for a structure of composition CH3BrO2S in a non-equilibrium geometry.

```
8
Properties=species:S:1:pos:R:3:forces:R:3
H 0.550 -0.798 0.743 -0.3 -0.1 -0.2
Br -2.644 -0.998 -0.118 0.7 1.6 0.2
O 0.002 0.491 -0.819 -0.6 1.5 0.1
C 0.933 -0.386 -0.188 0.1 -2.5 -1.6
H 1.839 0.131 0.015 0.7 0.5 0.0
O -0.730 1.450 1.376 0.0 0.2 -0.6
H 1.121 -1.234 -0.995 -0.4 1.8 1.9
S -1.072 1.344 -0.015 -0.3 -2.9 0.1
```
Forces are in eV/Å.

For the lowest unoccupied orbital energy (alpha / beta), the calculation gives -2.09 / -2.09 eV. Its max |F| is 3.0 eV/A.

[2]
Density functional theory data (ωB97M-V/def2-TZVPD) for a structure of composition C19H18N7O5S6SbW.

```
57
Properties=species:S:1:pos:R:3:forces:R:3
H 4.284 3.608 4.113 0.0 0.0 0.0
W -0.129 1.226 -0.268 -0.5 0.0 -0.2
O 2.230 -1.986 2.148 0.0 0.0 0.0
S -0.583 1.536 2.036 -0.1 0.0 0.1
S -2.345 2.184 -0.530 0.1 0.0 0.1
O 1.853 -3.002 -0.070 0.0 0.0 0.1
O 2.318 -0.416 -1.991 0.0 0.0 0.0
S -4.282 0.248 2.232 0.0 0.0 0.0
H -3.371 -2.396 1.415 0.0 0.0 0.0
H 2.578 4.875 2.845 0.0 0.0 0.0
O -1.588 -0.398 0.147 0.1 -0.1 0.0
N -0.870 4.704 -3.135 0.0 -0.1 0.0
C 1.182 3.958 0.738 0.0 0.0 0.0
N 0.387 3.440 -0.133 0.1 0.1 0.1
O 1.671 1.291 0.288 -0.2 0.0 -0.1
N 0.445 -1.028 0.599 0.4 -0.1 0.1
C 1.242 -0.839 -2.294 0.0 0.1 0.1
H -3.534 -4.588 2.624 0.0 0.0 0.0
H -1.511 -5.833 3.220 0.0 0.0 0.0
C 2.792 3.841 2.604 0.0 0.0 0.0
C -0.420 3.900 -2.128 -0.1 0.2 -0.1
H 3.536 0.142 1.679 0.0 0.0 0.0
C -0.149 -4.425 2.357 -0.1 0.0 0.0
S -3.372 4.109 2.591 0.0 -0.1 0.0
Sb -3.002 2.043 1.837 0.2 0.1 -0.1
H 0.744 -4.968 2.632 0.0 0.0 0.0
H -1.945 -2.281 -4.808 0.0 0.0 0.0
H -0.676 -3.494 -4.670 0.0 0.0 0.0
H -2.544 0.127 -1.878 0.0 0.0 0.0
C -2.568 -4.194 2.338 0.0 0.0 0.0
H -1.452 4.268 -3.831 0.0 0.0 0.0
H 1.248 -2.948 -2.650 0.0 0.0 0.0
C 3.745 3.134 3.303 0.0 0.1 0.0
C 4.022 1.808 2.966 0.0 -0.1 0.0
H -1.178 5.617 -2.835 0.0 0.0 0.0
N 0.013 -0.288 -1.903 0.1 0.0 0.0
C -0.092 -3.226 1.684 0.0 0.1 -0.1
C 2.371 1.887 1.258 0.0 0.1 0.0
H 1.455 -1.959 -4.128 0.0 0.0 0.0
C -0.830 -1.275 0.659 -0.4 0.1 0.0
C 3.351 1.174 1.939 0.0 0.1 0.0
H 1.224 5.043 0.760 0.0 0.0 0.0
S 1.332 -2.330 1.091 -0.1 -0.1 0.0
C -2.496 -2.985 1.654 0.1 0.0 0.0
C 0.938 -2.040 -3.172 0.0 0.0 0.0
H -2.935 -1.164 -2.980 0.0 0.0 0.0
S -0.138 2.214 -2.497 0.1 -0.1 0.0
C -1.235 -2.519 1.333 0.1 -0.1 0.0
C -1.327 -2.837 -4.100 0.0 0.0 0.0
C -1.418 -4.900 2.680 0.0 0.0 0.0
H -1.965 -3.456 -3.465 0.0 0.0 0.0
N -2.240 -0.591 -2.536 0.0 0.0 0.0
H 4.771 1.260 3.524 0.0 0.0 0.0
C 2.079 3.217 1.575 0.1 -0.1 0.0
N -0.152 4.392 -0.978 0.0 0.0 0.0
N -0.503 -1.944 -3.317 0.0 0.0 0.0
C -0.963 -0.932 -2.571 0.0 0.0 0.0
```
Forces are in eV/Å.

For the lowest unoccupied orbital energy, the calculation gives -1.92 eV. Its max |F| is 0.6 eV/A.

[3]
Density functional theory data (ωB97M-V/def2-TZVPD) for an isolated molecule of CH4P2 in a non-equilibrium geometry.

```
7
Properties=species:S:1:pos:R:3:forces:R:3
H -2.094 1.720 0.942 1.2 -1.0 -1.1
P 1.755 0.426 -0.226 -2.0 4.8 -0.9
P -1.272 0.822 -0.019 0.1 0.3 2.1
C 0.219 0.759 0.824 -0.3 1.9 -2.6
H 1.986 -0.710 0.232 1.1 -5.1 1.6
H 0.440 1.697 1.313 -0.3 -0.3 1.6
H 0.935 0.106 -1.308 0.3 -0.7 -0.6
```
Forces are in eV/Å.

For the lowest unoccupied orbital energy, the calculation gives -0.61 eV. As for the SMILES: [H]/P=C/P. Its max |F| is 5.4 eV/A.

[4]
Density functional theory data (ωB97M-V/def2-TZVPD) for a structure of composition C24H24Cl8IrN7O3S2 in a non-equilibrium geometry.

```
69
Properties=species:S:1:pos:R:3:forces:R:3
H -0.817 0.894 -4.272 0.0 0.2 0.2
H 8.079 0.416 2.511 0.0 0.0 0.0
H 0.254 -4.205 -3.240 0.0 0.0 0.0
H 7.183 0.224 0.280 0.0 0.0 0.0
H -2.546 0.593 -4.678 0.2 0.2 -0.2
H -0.003 1.929 4.098 0.0 0.0 0.0
H -1.274 2.547 3.021 0.0 0.0 0.1
C 6.113 0.825 2.045 0.0 0.0 -0.1
H -1.824 0.494 5.215 0.0 0.0 0.0
C -0.378 -2.793 -1.754 -0.5 -0.1 0.2
C 1.308 -1.521 -0.843 -0.1 -0.1 0.0
H -4.146 1.033 -0.921 -3.5 0.1 4.5
C 0.490 3.298 -1.996 0.1 -0.4 -0.6
C -2.269 0.326 4.233 0.0 0.0 -0.2
C 1.881 -3.105 -2.345 0.0 0.1 0.0
H -1.564 -0.674 -3.946 0.1 0.0 -0.1
S 2.481 0.660 -0.597 0.4 0.5 -0.5
Cl -5.202 -0.478 -3.165 -0.7 -3.9 1.3
O 1.698 2.006 -0.377 0.3 -0.1 0.9
C -4.594 -1.729 -1.788 0.6 0.4 0.1
C -2.570 1.906 -0.592 2.1 4.5 2.8
C 4.862 1.199 2.560 0.0 0.0 0.1
O -1.842 0.162 1.895 0.3 0.1 0.2
Ir -0.879 -0.313 0.310 -1.6 1.0 -3.7
H -2.753 -0.651 4.222 0.0 0.0 0.0
H 7.116 0.901 3.845 0.0 0.0 0.0
H 4.778 1.466 3.607 0.0 0.0 0.0
Cl -6.241 -3.825 -2.419 0.1 -0.1 0.0
H 0.500 -0.414 4.256 0.0 0.0 0.0
Cl -3.164 1.002 -1.660 -3.2 0.8 -8.0
H 2.779 1.489 2.153 0.0 0.0 0.1
C -1.742 0.410 -3.955 -0.8 -0.3 -0.2
H 2.680 -3.608 -2.877 0.0 0.0 -0.1
C -5.005 -2.993 -1.579 -0.2 0.2 -0.2
H -0.598 -1.646 3.604 0.0 0.0 0.0
N -3.990 2.098 -2.321 -0.2 5.6 -3.2
C 3.876 0.884 0.408 -0.1 -0.1 0.2
C 5.107 0.530 -0.129 -0.1 0.0 0.0
Cl -1.033 3.593 -2.825 0.1 0.0 0.1
C -0.528 1.765 3.157 -0.2 -0.1 -0.3
H -3.026 1.090 4.048 0.0 0.0 0.0
C -4.210 -3.588 -0.500 0.0 0.0 0.0
N -2.161 0.796 -2.666 2.1 -0.4 -0.7
C 0.504 1.935 -1.261 -0.4 -0.4 -0.7
H 0.509 -0.781 2.523 0.1 0.0 0.1
H -1.432 -3.043 -1.782 0.0 0.1 -0.1
N 2.265 -2.148 -1.505 -0.1 -0.2 0.1
H -4.008 0.263 -2.212 -1.1 -1.5 -1.1
C -0.129 -0.681 3.405 -0.2 0.0 -0.1
Cl 0.789 4.626 -0.868 0.1 0.0 0.1
C 3.748 1.215 1.754 0.0 0.0 -0.1
N 1.575 -0.441 -0.014 0.2 -1.4 0.4
Cl -2.117 -2.941 1.204 -0.4 -0.7 0.2
N -0.161 0.923 -1.440 0.1 0.7 2.0
Cl -4.422 -5.191 0.047 0.0 0.0 0.0
H -4.807 2.426 -1.819 0.0 -0.3 0.6
Cl 1.766 3.243 -3.249 0.1 0.2 0.2
C -3.284 -2.709 -0.024 -0.1 -0.1 0.1
S -2.227 3.012 0.396 0.2 0.6 0.8
C 0.553 -3.445 -2.536 0.1 -0.1 0.0
N -0.021 -1.843 -0.900 1.3 1.5 0.2
C -1.199 0.391 3.151 0.4 -0.1 0.2
C -3.406 -1.491 -0.727 -4.2 1.1 -4.5
O 2.853 0.544 -1.972 0.3 -0.2 0.1
H 5.168 0.269 -1.176 0.1 0.0 0.0
C -2.955 -0.259 -0.879 8.2 -7.5 8.6
C 6.220 0.507 0.685 0.0 0.0 0.0
H 0.178 1.834 2.322 0.1 0.0 0.0
N 7.214 0.788 2.854 0.0 0.1 0.0
```
Forces are in eV/Å.

For the lowest unoccupied orbital energy (alpha / beta), the calculation gives -0.72 / -0.72 eV. Its max |F| is 14.0 eV/A.

[5]
Density functional theory data (ωB97M-V/def2-TZVPD) for a cluster of 2 separate species, C4H8N2O5 in total in a non-equilibrium geometry.

```
19
Properties=species:S:1:pos:R:3:forces:R:3
O -2.721 -1.760 -1.762 -1.8 -1.1 2.6
O -1.680 -0.829 -3.538 1.4 1.7 -2.7
C 1.680 2.160 -0.812 2.2 -2.0 0.0
H -0.334 -1.957 1.092 -1.4 0.6 -0.2
H -0.140 -1.166 3.076 -0.2 -1.3 1.9
H 2.761 1.739 -0.621 -1.9 1.7 -0.5
C -2.235 -1.241 -2.643 0.4 -0.6 0.2
H -2.069 -1.193 1.274 0.5 -0.4 -0.1
C -0.456 -0.387 2.469 -0.3 0.4 -1.6
N 1.211 -0.710 -0.942 0.0 -2.0 -0.7
O 0.876 1.401 0.109 -1.4 -1.3 0.2
O 2.379 -0.425 -1.198 -0.9 0.4 0.7
O -0.865 -0.264 0.015 1.2 1.3 -1.3
H 1.444 3.184 -0.603 0.3 0.5 0.4
H -1.214 0.266 2.788 -0.6 0.9 1.3
H 0.462 0.120 2.322 0.8 0.9 -0.6
H 1.466 1.969 -1.863 -0.3 -0.2 0.1
N 0.418 0.128 -0.392 0.1 1.7 1.1
C -0.984 -1.036 1.229 2.1 -1.3 -0.6
```
Forces are in eV/Å.

For the lowest unoccupied orbital energy, the calculation gives 0.66 eV. As for the SMILES: CCON(N=O)OC.O=C=O. Its max |F| is 3.5 eV/A.